2 unconnected molecules or ions with the total composition C3H7BrN2, computed with ωB97M-V/def2-TZVPD.

```
13
Properties=species:S:1:pos:R:3
C 1.79 -0.11 -0.16
C 1.10 -1.26 0.46
C 0.31 -0.04 -0.41
N -1.37 1.37 0.07
N -0.33 0.76 0.47
Br -4.11 -0.29 -0.12
H 2.30 0.67 0.55
H 2.60 -0.16 -1.01
H 0.93 -2.18 -0.11
H 0.94 -1.10 1.57
H -0.23 -0.42 -1.27
H -1.94 0.92 -0.80
H -1.99 1.83 0.76
```

The frontier orbital gap (alpha / beta) is 6.0 / 6.0 eV. For the maximum force, the calculation gives 4.2 eV/Å. The calculation puts the energy above the lowest of the compared OMol25 structures with the same formula, charge and spin at 177.5 kJ/mol. Its LUMO energy (alpha / beta) is -1.770 / -1.769 eV.